ORCA calculation (ωB97M-V/def2-TZVPD) on a molecular structure, C26H38Br2F4KNO5 at a distorted geometry.

The geometry in XYZ format:
```
77
Properties=species:S:1:pos:R:3:mulliken_charge:R:1
C 0.1590 -0.8319 3.7633 -1.083
H -6.1815 -1.2935 -2.1821 0.335
F 3.0275 1.5483 -1.1392 -0.312
C -0.6621 -2.3964 -0.9079 1.844
H 1.5077 -0.6621 1.5506 0.394
H 3.0058 7.9381 -0.9059 0.300
H -0.5792 0.9276 -1.1068 -0.136
H -0.5195 -0.6899 -2.4455 0.577
O 0.4130 -3.5608 2.2442 -0.504
F 3.3854 0.8405 0.9654 -0.254
F -2.3426 -0.5910 0.9042 -0.477
H 1.1864 5.8330 0.4124 0.293
C 0.5990 0.7288 6.9131 -0.717
F 1.3946 1.6908 0.3239 -0.185
C -3.9671 1.3563 -1.6484 -0.711
C 1.3775 6.7345 -0.1733 -0.301
H 0.9116 7.5580 0.3693 0.310
H 2.0279 -2.2303 0.8893 0.416
C 0.1862 -3.4706 -1.7245 -1.145
H -0.1004 -1.1226 4.8221 0.351
H 1.2406 1.5153 6.4393 0.160
C -2.6148 -0.8159 -1.9621 -0.268
C -5.1997 -0.7722 -2.0676 -0.825
K 3.8622 -3.3675 -3.1046 0.952
C 0.6396 5.5637 -2.2009 0.618
C 1.0834 -4.5376 -0.9761 -0.174
O -0.5546 0.4376 6.3015 -0.811
C 1.3619 -1.3457 0.6645 -1.786
H -0.5579 -4.0604 -2.3318 1.099
O 3.2936 -1.1622 -0.8289 -0.737
H -1.7910 -1.7353 3.1883 0.136
H -1.6124 2.4920 -0.9828 0.513
O -0.0771 5.5465 -3.1684 -0.587
C 2.0271 -0.5342 -0.5260 0.600
H -6.1919 1.2661 -1.7503 0.379
Br 1.4003 -2.6791 -3.1284 -0.176
C 1.5281 4.3935 -1.8734 -0.610
Br 0.0682 -6.1458 -0.3559 -0.043
C 2.2825 -5.1945 -1.8542 -1.648
H -2.3245 -3.4710 1.7615 0.475
H 3.1803 -2.1226 -0.8598 0.397
H 1.0119 3.4787 -2.1657 0.108
H -3.9446 -2.5687 -2.3612 0.324
H 1.0615 -1.3955 3.4168 0.268
H -1.0735 1.8384 -2.5801 0.347
H 3.2316 -4.5698 -1.8378 0.374
C -0.9627 -0.7394 1.3090 0.579
H 1.9411 -5.5414 -2.8843 0.429
C -0.1521 -1.8048 0.4835 2.605
H 3.3595 6.2202 -0.8868 0.257
C -1.8550 -3.3021 -0.3200 -1.550
H 1.7501 4.2912 -0.8130 0.204
H -0.5072 0.2751 1.1192 0.339
H -2.8447 -2.7790 -0.1756 0.592
C -3.9160 -1.4669 -2.1449 -0.121
H -1.7174 0.0193 3.1564 0.445
H 1.6163 -4.1613 -0.0562 0.208
H 1.3863 -0.3695 -1.4251 0.101
H 0.5359 1.1078 7.9610 0.292
H 2.5414 -6.1378 -1.2914 0.544
C -1.4047 1.5453 -1.5364 -1.136
C -0.3365 -3.0956 1.4290 -0.838
N -1.5906 -3.7366 1.0994 -0.206
C -2.6740 0.6470 -1.7267 0.620
C 2.4534 0.9143 -0.0383 0.397
C 2.8563 7.0182 -0.3378 -0.928
H 3.3375 7.1235 0.6361 0.351
C -1.2218 -1.4869 -2.0773 -1.228
O 0.7172 6.6736 -1.4445 -0.386
C -1.1123 -0.8910 2.8574 -0.955
H 1.3360 -0.1060 7.0315 0.150
H 0.4762 0.2509 3.8404 0.247
H 2.4569 4.4757 -2.4384 0.353
H -2.0480 -4.2825 -0.8355 0.228
H -3.9693 2.4655 -1.4844 0.305
H -1.3630 -2.1713 -2.9715 0.617
C -5.2487 0.6840 -1.8151 -0.598
```

As for the largest force on an atom: 0.09098 Eh/bohr. As for the LUMO energy: -0.08487 Ha. The value obtained for the electronic energy is -206577.4043 eV. As for the gap between HOMO and LUMO: 0.058 hartree.

=====

ORCA calculation (ωB97M-V/def2-TZVPD) on a molecular structure, C32H29GeN2ORe at a distorted geometry.

The geometry in XYZ format:
```
66
Properties=species:S:1:pos:R:3:nbo_charge:R:1
C 2.1690 1.7145 -1.7048 -0.163
C -3.7025 4.5720 -1.5668 -0.221
C -1.9446 5.1923 -3.0817 -0.242
C -2.4009 -5.1873 1.9127 -0.267
C 3.4123 2.0467 -1.1785 -0.239
H -0.3429 3.7795 -3.2839 0.205
H -1.5099 5.9017 -3.7760 0.202
H 4.4702 2.9529 0.4547 0.200
H 2.0953 -1.8531 -1.0043 0.135
H -1.4442 0.3058 -6.5192 0.199
H 0.2325 -2.7913 -4.0816 0.206
C -2.4792 -4.1561 -0.0737 -0.020
H -2.4869 -5.8970 2.7223 0.203
H -3.4808 2.6643 -0.6043 0.222
C -0.1549 -1.7855 -4.1940 -0.211
C -0.6105 -1.2108 4.1723 -0.252
H -2.6339 -3.8973 -1.1103 0.201
H -4.6417 4.8011 -1.0772 0.204
H 2.4069 3.4886 1.7138 0.203
H 2.1102 1.1981 -2.6576 0.204
H -0.9542 -1.7522 5.0612 0.171
H 0.0829 -1.3132 -2.1119 0.236
C 1.5855 -1.5067 5.3673 -0.248
C -1.1494 0.7905 -4.4467 -0.244
C -1.8862 -3.8910 2.0099 -0.010
C 2.9605 -1.3414 5.4663 -0.222
C -1.2933 3.9988 -2.8069 -0.157
H 1.0516 -2.0359 6.1495 0.198
C 3.6497 -0.6840 4.4607 -0.229
C 2.9596 -0.1857 3.3633 -0.198
H 1.0470 0.0374 2.4063 0.243
C -0.7142 0.3494 -3.2002 -0.330
C -3.1509 5.4815 -2.4577 -0.224
H -3.6563 6.4175 -2.6630 0.201
N -1.0179 -1.9329 2.9792 -0.509
C 3.5011 2.6948 0.0435 -0.235
H 0.2018 2.8876 0.7742 0.216
C 1.1073 2.6653 0.2187 -0.210
H 4.3173 1.7958 -1.7199 0.201
C 1.0015 2.0232 -1.0169 -0.410
C -3.0495 3.3756 -1.3002 -0.198
H 2.5843 -1.0954 0.5169 0.142
C -0.6001 -1.3358 -5.4303 -0.227
H 4.7239 -0.5587 4.5295 0.201
H -0.5672 -1.9913 -6.2927 0.199
C 1.5856 -0.3398 3.2713 -0.216
C -1.8375 3.0766 -1.9152 -0.423
H 3.4891 0.3260 2.5714 0.215
C -1.4019 -3.1582 3.1158 0.142
C -1.0959 -0.0469 -5.5549 -0.230
H -3.2279 -6.2264 0.1298 0.204
C 2.1471 -2.0122 0.0877 -0.214
C -2.7909 -5.3494 0.5815 -0.341
H -1.1026 -0.2342 4.1563 0.211
H -1.5477 1.7943 -4.5550 0.207
C 2.3421 3.0014 0.7478 -0.213
O 0.9305 -2.3477 0.6507 -0.832
H -1.3954 -3.6361 4.0987 0.162
H 3.4917 -1.7344 6.3251 0.200
C -1.2211 0.1899 -0.1274 -1.041
Ge -0.8164 1.4198 -1.5355 1.514
N -1.9281 -3.2788 0.7794 -0.565
C -0.2172 -0.9495 -3.0895 -0.222
H 2.8672 -2.8290 0.2577 0.145
C 0.8879 -1.0105 4.2728 0.065
Re -0.9570 -1.3874 0.7698 1.105
```

As for the expectation value of S²: 0.770. The value obtained for the energy above the lowest of the compared OMol25 structures with the same formula, charge and spin is 23.8 kcal per mole. Its spin multiplicity is 2. As for the total charge: -1. As for the largest force on an atom: 0.06760 Eh/bohr. As for the LUMO energy (alpha / beta): 0.10400 / 0.10408 Ha. The value obtained for the electronic energy is -97325.9027 eV. As for the gap between HOMO and LUMO (alpha / beta): 0.222 / 0.211 hartree.

=====

ORCA calculation (ωB97M-V/def2-TZVPD) on a single C6H12N2O molecule at a distorted geometry.

The geometry in XYZ format:
```
21
Properties=species:S:1:pos:R:3:nbo_charge:R:1
C -2.9649 -0.2003 0.1146 0.272
N -1.9632 -1.1251 0.3446 -0.629
H -2.2368 -2.1284 0.5371 0.398
N -2.7533 0.7992 -0.7429 -0.751
H -1.4053 1.2733 1.3048 0.241
H 2.4595 -1.4191 0.5113 0.164
C 1.4492 0.1966 -0.5336 -0.441
O 3.8097 0.0429 -0.2860 -0.713
H 0.5874 1.6608 1.4613 0.225
C -0.2870 1.3149 0.7723 -0.651
H 1.5783 -0.3810 -1.5607 0.212
C -0.6220 -0.9637 -0.1686 -0.035
C 0.0458 0.1095 0.0666 -0.014
C 2.5548 -0.3361 0.2969 -0.062
H -3.8735 -0.5345 0.5658 0.162
H -0.3149 -1.7482 -0.7879 0.195
H -0.3160 2.1389 -0.1211 0.242
H 4.4935 -0.4380 0.3412 0.464
H -3.5338 1.3845 -0.9909 0.353
H 2.5545 0.1126 1.3273 0.149
H 1.4899 1.2918 -0.8016 0.221
```

The value obtained for the energy above the lowest of the compared OMol25 structures with the same formula, charge and spin is 71.2 kcal per mole. As for the largest force on an atom: 0.07972 Eh/bohr. As for the LUMO energy: 0.02953 Ha. The value obtained for the electronic energy is -11441.5833 eV. As for the gap between HOMO and LUMO: 0.336 hartree.

=====

ORCA calculation (ωB97M-V/def2-TZVPD) on a single C12H17NO2 molecule at a distorted geometry.

The geometry in XYZ format:
```
32
Properties=species:S:1:pos:R:3:nbo_charge:R:1
H 2.8758 2.4396 -0.5570 0.183
H 0.2714 1.0781 2.4824 0.220
H -1.9559 -1.8212 -1.3126 0.211
H -4.2123 -1.3693 -0.3723 0.195
H -1.1101 0.8214 -2.6371 0.219
H 4.8038 -0.4216 0.5515 0.246
H 1.0200 -0.4483 2.2849 0.210
C 0.1757 0.1668 1.9151 -0.635
C 1.6392 0.9804 0.0683 0.009
N 2.6582 -1.3899 -0.2686 0.506
H -3.4605 -2.9641 -0.1562 0.204
C 4.1123 0.3813 0.3889 -0.307
H -1.2307 -1.8836 0.2948 0.217
H -2.7357 1.8949 0.4526 0.205
H -3.4866 -1.9010 1.1942 0.204
H -0.0881 1.9440 -1.8393 0.214
H -3.9588 0.3867 0.3264 0.207
H 1.2190 2.9105 -0.3089 0.195
H 0.6057 0.5244 -2.1762 0.222
C 0.3248 0.5546 0.4888 -0.091
H -0.6365 -0.3648 2.2942 0.231
H 4.2717 1.4511 0.6016 0.219
C -3.3828 -1.9786 0.1441 -0.591
C 1.9458 2.1974 -0.3871 -0.361
C 2.8853 -0.0120 0.0095 0.023
C -1.9851 -1.5250 -0.3484 -0.421
C -0.5869 0.4263 -0.4871 0.062
O 3.6349 -2.0710 -0.0529 -0.390
C -1.9400 0.0108 -0.2090 0.000
C -2.9481 0.7774 0.2231 -0.422
O 1.5849 -1.7601 -0.6704 -0.355
C -0.3105 0.9650 -1.9373 -0.626
```

The value obtained for the energy above the lowest of the compared OMol25 structures with the same formula, charge and spin is 161.2 kcal per mole. As for the largest force on an atom: 0.10906 Eh/bohr. As for the LUMO energy: -0.02089 Ha. The value obtained for the electronic energy is -18297.7043 eV. As for the gap between HOMO and LUMO: 0.300 hartree.

=====

Question: What is the formula in the fourth record?
Answer: C12H17NO2

=====

Question: The lowest electronic energy belongs to which entry?
Answer: C26H38Br2F4KNO5